Record 1
26
Properties=species:S:1:pos:R:3:forces:R:3:lowdin_charge:R:1 method="wB97M-V/def2-TZVPD" multiplicity=1 mol_weight_g_mol=221.118 fmax_ev_per_a=4.3 energy_ev=-82110.2267 de_lowest_kj_mol=218.9 total_charge=+1 smiles="CC(C)C1=C(Br)O[C@H](C)[N@H+]1C" lumo_ev=-2.80
C 0.6618 0.0643 -0.1822 -0.38 1.42 -3.55 -0.187
C 0.8578 0.6197 -1.4577 0.22 -1.58 3.62 -0.686
C -1.1805 -0.2642 -1.8030 -0.14 -1.28 0.33 -0.218
C -2.4659 0.5271 -1.8052 -1.56 -1.29 1.70 -0.002
C 2.0055 1.7443 1.2682 2.26 -3.24 1.72 -0.064
C 0.7699 -0.2781 2.2781 -0.19 -1.23 0.53 -0.085
C -0.7943 -2.0595 -0.0409 -1.34 -0.98 1.21 0.011
C 1.4560 0.2439 1.0534 3.85 -0.10 -1.12 -0.372
N -0.6794 -0.5990 -0.2241 -0.29 0.85 -3.27 -0.012
O -0.1127 0.4603 -2.3611 -0.32 -0.06 -0.21 -0.031
Br 2.4393 1.4058 -1.9789 -0.18 0.10 -0.33 0.976
H -1.3049 -1.2316 -2.3990 0.43 1.04 1.21 0.183
H -2.4663 1.3077 -1.0188 0.17 0.19 -1.01 0.108
H -3.4241 -0.0785 -1.5665 1.82 0.34 -0.17 0.132
H -2.6593 0.8062 -2.8211 0.15 0.94 -0.43 0.094
H 2.1451 1.8596 2.3640 -0.55 0.33 -0.67 0.087
H 1.3761 2.4030 0.8280 -1.94 2.39 -0.98 0.030
H 3.0425 1.8952 0.8979 -0.85 -0.30 -0.19 0.070
H -0.2801 0.0296 2.4575 0.36 -0.17 -0.54 0.099
H 1.3031 0.2313 3.0524 0.25 -0.48 1.06 0.065
H 0.8753 -1.4063 2.3506 -0.22 1.44 0.25 0.101
H -0.4361 -2.4049 0.9722 0.10 0.45 -1.45 0.113
H -1.8830 -2.3259 -0.0449 0.76 0.42 -0.04 0.123
H -0.3874 -2.5485 -0.9297 0.52 -0.02 0.63 0.111
H 2.5337 -0.3486 0.8735 -2.87 1.00 0.65 0.200
H -1.3921 -0.0528 0.2372 -0.07 -0.19 1.03 0.153

Record 2
9
Properties=species:S:1:pos:R:3:forces:R:3:lowdin_charge:R:1 method="wB97M-V/def2-TZVPD" multiplicity=1 mol_weight_g_mol=42.878 fmax_ev_per_a=3.5 energy_ev=-3296.0716 de_lowest_kj_mol=567.1 lumo_ev="-0.17 / -0.96"
B -0.2225 0.1092 0.6127 1.01 1.18 -0.22 -0.481
C 1.2759 0.1269 -0.0515 -0.69 -0.75 -1.42 -0.072
N -1.0172 -0.3041 -0.3482 -2.44 0.93 2.38 0.190
H -0.4024 0.6712 1.6394 -0.31 -0.36 0.23 0.063
H 1.5271 -0.9463 -0.2333 0.41 0.90 0.58 0.061
H 1.7504 0.6211 0.7799 1.27 0.10 -0.37 0.030
H 1.3205 0.6151 -1.0956 0.05 -0.31 2.03 0.085
H -3.3225 -0.1743 -0.1146 0.72 -0.09 -0.08 0.128
H -0.9094 -0.7188 -1.1887 -0.02 -1.60 -3.14 -0.004

Record 3
28
Properties=species:S:1:pos:R:3:forces:R:3:lowdin_charge:R:1 method="wB97M-V/def2-TZVPD" multiplicity=1 mol_weight_g_mol=243.144 fmax_ev_per_a=4.9 energy_ev=-83738.3376 de_lowest_kj_mol=0.0 smiles=CO[C@@](Br)(c1ccccc1)C(C)C lumo_ev=0.73
C 3.2979 -1.3509 0.3121 -0.14 -2.12 -0.19 -0.073
C 2.9222 -0.0695 0.0981 1.29 0.75 0.61 -0.123
C 2.2431 -2.3459 0.2346 -0.61 2.00 -0.46 -0.032
C 1.6382 0.2960 -0.1450 -0.40 1.81 0.40 -0.087
C 0.8702 -1.9599 0.0456 2.16 0.82 0.76 -0.068
C 0.6175 -0.5541 -0.0240 -4.18 -2.49 -0.27 -0.194
C -2.6864 1.9814 0.2619 0.74 -4.38 -1.00 -0.033
C -0.9723 1.3123 1.9244 1.12 -0.16 2.24 -0.109
C -0.6354 -0.8550 -2.3999 -2.91 1.02 -0.20 -0.050
C -1.2398 1.3565 0.4657 -3.62 -2.25 1.14 -0.417
C -0.9800 -0.0275 -0.2029 2.48 0.19 -0.24 -0.695
O -1.1891 0.1441 -1.5413 -0.27 0.71 0.12 -0.210
Br -2.2019 -1.4630 0.4368 -0.19 0.22 0.33 0.779
H 4.4137 -1.5186 0.4490 -1.80 -0.44 0.06 0.125
H 3.5998 0.7362 0.3121 0.59 0.17 -0.51 0.107
H 2.4772 -3.3741 0.2905 0.25 -0.97 0.11 0.076
H 1.4612 1.3392 -0.2727 -0.28 0.68 -0.09 0.118
H 0.0368 -2.6823 -0.0292 0.89 0.40 0.32 0.060
H -3.2917 1.6622 1.1396 0.08 0.40 -0.93 0.081
H -2.6031 3.0003 0.1537 0.03 2.38 0.00 0.039
H -3.0383 1.5352 -0.7202 -0.20 0.68 1.26 0.094
H -1.7776 0.8063 2.6101 1.53 0.93 -1.54 0.114
H -0.7390 2.3386 2.2881 -0.68 -0.50 -0.02 0.093
H 0.0189 0.8250 2.0470 -0.68 -0.18 0.45 0.077
H -1.4210 -0.8501 -3.2022 1.19 -0.79 0.39 0.125
H -0.5401 -1.7254 -1.7962 -0.14 -1.15 -0.52 0.038
H 0.2967 -0.5044 -2.7143 1.53 0.26 -0.83 0.078
H -0.5778 1.9474 -0.0212 2.21 2.00 -1.38 0.087